Entry 1:
Density functional theory data (ωB97M-V with the def2-TZVPD basis set) for 8 unconnected molecules or ions with the total composition C35H79BrF9N2O9S in a non-equilibrium geometry.

Positions of all 136 atoms, in Å:
C  -1.44285  1.65631  -3.86257
C  -1.33088  2.45897  -2.55306
C  -1.04385  1.57510  -1.29249
Br  0.08057  2.66942  -0.10735
N  -2.30164  1.13372  -0.59222
N  -3.32824  0.79952  -1.55515
S  -2.11631  -0.11257  0.66510
O  -3.40102  -0.23358  1.24811
O  -1.21529  0.24816  1.67988
C  -1.72891  -1.81889  -0.01417
F  -1.82753  -2.56765  1.04478
F  -2.66862  -2.24551  -0.82329
C  -0.27965  -2.02217  -0.59013
F  0.56567  -1.10074  -0.15866
F  0.17631  -3.17053  -0.09792
C  -0.19270  -2.16112  -2.14329
F  -1.04781  -1.37809  -2.80197
F  1.03337  -1.74370  -2.47898
C  -0.26613  -3.64215  -2.66691
F  0.87261  -4.24394  -2.56376
F  -0.51446  -3.53606  -3.97005
F  -1.25852  -4.31425  -2.13847
H  -2.43552  1.19761  -3.90679
H  -0.63550  0.92871  -3.98226
H  -1.40362  2.31630  -4.73691
H  -0.43845  3.08387  -2.64306
H  -2.16859  3.14437  -2.37421
H  -0.39865  0.76508  -1.63407
H  -2.66003  1.96840  -0.09765
H  -3.82601  -0.04692  -1.27183
H  -4.03592  1.53379  -1.50658
C  -2.08199  1.61547  -10.29522
C  -1.47938  1.94490  -8.94079
O  -2.31034  1.59458  -7.84386
C  -2.64612  0.22377  -7.72271
C  -1.44279  -0.68925  -7.55585
H  -3.04961  2.10640  -10.41206
H  -1.42045  1.95083  -11.09435
H  -2.24040  0.54349  -10.42234
H  -1.32656  3.02256  -8.87204
H  -0.49134  1.48508  -8.83148
H  -3.26157  -0.09302  -8.57145
H  -3.27750  0.14293  -6.83529
H  -0.78437  -0.66127  -8.42426
H  -1.76753  -1.72183  -7.41818
H  -0.85345  -0.38927  -6.68625
C  -6.14308  1.79263  -6.57694
C  -6.28463  1.40610  -5.11808
O  -5.32371  2.03661  -4.28126
C  -5.34831  3.45649  -4.25483
C  -6.66617  4.03845  -3.77387
H  -5.13847  1.56363  -6.93646
H  -6.86393  1.24916  -7.18856
H  -6.31055  2.85811  -6.73939
H  -6.12139  0.33194  -5.01609
H  -7.29862  1.59862  -4.75362
H  -5.08051  3.85769  -5.23668
H  -4.55363  3.76177  -3.56835
H  -7.49239  3.77861  -4.43537
H  -6.60505  5.12640  -3.73006
H  -6.91119  3.66271  -2.77813
C  2.53559  0.68960  2.13460
C  3.81734  0.97046  1.36806
O  4.96266  1.07202  2.18708
C  5.29386  -0.07537  2.95518
C  5.56815  -1.31160  2.11661
H  2.36292  1.46015  2.88855
H  1.68525  0.67054  1.45161
H  2.57030  -0.27113  2.65099
H  3.72220  1.93192  0.85837
H  3.97480  0.21886  0.58458
H  4.51400  -0.27289  3.69870
H  6.19446  0.18275  3.51230
H  4.68917  -1.62403  1.54813
H  5.86437  -2.14513  2.75453
H  6.37026  -1.11887  1.40181
C  -1.88452  -2.55440  6.60925
C  -2.14201  -1.15154  7.13273
O  -1.27725  -0.16945  6.58777
C  -1.32142  -0.00097  5.18573
C  -2.68875  0.40307  4.65988
H  -0.85056  -2.84803  6.79783
H  -2.54656  -3.26844  7.10033
H  -2.05569  -2.62700  5.53339
H  -1.97383  -1.13760  8.20988
H  -3.18878  -0.86464  6.97959
H  -0.96359  -0.90746  4.68179
H  -0.60309  0.78660  4.95175
H  -3.44356  -0.36119  4.85278
H  -2.64695  0.56396  3.58386
H  -3.02516  1.32502  5.13850
C  4.57802  -5.07439  1.28951
C  5.85452  -4.79300  0.51253
O  7.00318  -4.68205  1.32942
C  7.34052  -5.82290  2.10182
C  7.61946  -7.06437  1.27200
H  4.40929  -4.29916  2.03978
H  3.72141  -5.10101  0.61304
H  4.61992  -6.03139  1.81112
H  5.75173  -3.83547  -0.00165
H  6.01029  -5.54708  -0.26671
H  6.56258  -6.02004  2.84787
H  8.24059  -5.55665  2.65650
H  6.74262  -7.38580  0.70789
H  7.92013  -7.89038  1.91777
H  8.41986  -6.87222  0.55570
C  10.28691  1.89025  -0.38274
C  9.37260  2.41286  -1.47789
O  8.27904  1.55920  -1.76575
C  7.38690  1.30027  -0.69705
C  6.72034  2.54317  -0.13423
H  10.66772  0.90126  -0.64336
H  11.13205  2.56519  -0.24192
H  9.76913  1.80111  0.57365
H  9.94102  2.49875  -2.40476
H  9.01614  3.42099  -1.23925
H  7.89683  0.74124  0.09587
H  6.61881  0.63629  -1.09913
H  7.44312  3.23611  0.29875
H  6.01339  2.26795  0.64825
H  6.18313  3.07839  -0.92135
C  -6.80087  0.04156  8.86140
C  -7.30123  1.01580  7.80780
O  -7.24207  2.37204  8.20851
C  -5.95851  2.87644  8.53011
C  -4.96796  2.80431  7.38056
H  -7.36214  0.16189  9.78920
H  -6.91710  -0.98566  8.51235
H  -5.74588  0.19717  9.09356
H  -8.35175  0.80737  7.60118
H  -6.76570  0.87429  6.86133
H  -5.56218  2.37004  9.41680
H  -6.10362  3.92036  8.80945
H  -4.77397  1.77528  7.07241
H  -4.01543  3.24971  7.67200
H  -5.35324  3.34130  6.51121

Calculated values
orbital gap	6.40	eV
maximum force	0.088	hartree/bohr
HOMO	-0.39571	hartree
spin multiplicity	1
charge	+1
E_LUMO	-0.1604	hartree

=====

Entry 2:
Density functional theory data (ωB97M-V with the def2-TZVPD basis set) for a molecular structure, C35H84AlO16.

Positions of all 136 atoms, in Å:
C  2.18689  5.73776  -1.67015
O  0.79144  5.88859  -1.55451
C  0.20520  4.92784  -0.69709
C  0.54307  5.10946  0.78440
C  1.51922  4.05901  1.31900
C  2.31812  4.41952  2.57249
Al  3.76149  3.00916  2.87079
H  2.72046  6.20314  -0.83507
H  2.49251  6.22396  -2.59680
H  2.47790  4.68045  -1.71172
H  0.55415  3.92963  -1.00636
H  -0.87148  4.97166  -0.87060
H  -0.38808  5.05404  1.35992
H  0.93415  6.12277  0.92253
H  2.21641  3.76984  0.52313
H  0.92693  3.16086  1.54089
H  2.77913  5.40598  2.42935
H  1.65828  4.48531  3.44697
H  3.41423  2.04927  4.15021
H  3.75168  2.07037  1.52028
H  5.25308  3.67016  3.00743
C  -0.84229  1.94828  -7.62271
O  -1.85451  1.64843  -6.69385
C  -1.67833  0.41487  -6.02361
C  -2.12328  0.48037  -4.58204
O  -1.26011  1.20576  -3.73151
C  -1.23358  2.62149  -3.83181
C  -2.46212  3.31954  -3.30569
O  -3.56959  3.14600  -4.17974
C  -4.79568  2.95189  -3.52016
H  -0.92102  1.33101  -8.52640
H  -0.95751  2.99431  -7.90222
H  0.15396  1.80845  -7.18825
H  -0.62658  0.10686  -6.05649
H  -2.27631  -0.35932  -6.52570
H  -2.08286  -0.54390  -4.20041
H  -3.15778  0.82596  -4.51097
H  -1.01553  2.94509  -4.85269
H  -0.39539  2.92695  -3.20163
H  -2.24527  4.39261  -3.23157
H  -2.68676  2.94591  -2.30142
H  -4.72428  2.16286  -2.76196
H  -5.52441  2.64984  -4.27147
H  -5.14968  3.86983  -3.03535
C  6.78790  1.84691  5.39459
O  7.32186  1.01168  4.38490
C  8.21066  1.68010  3.51597
C  9.28018  0.75174  2.99692
O  10.25350  0.35920  3.95702
C  9.87945  -0.61806  4.90667
C  9.87178  -2.03241  4.37324
O  8.77448  -2.26665  3.51244
C  9.06764  -3.07111  2.39914
H  6.09254  2.56857  4.96070
H  6.25410  1.21069  6.09847
H  7.58296  2.38172  5.93143
H  8.67956  2.53137  4.02496
H  7.65477  2.07151  2.65273
H  9.84419  1.30583  2.24248
H  8.82876  -0.11777  2.51265
H  8.92378  -0.38018  5.37925
H  10.66171  -0.57844  5.67078
H  9.81007  -2.71819  5.23090
H  10.81767  -2.22321  3.85127
H  9.95605  -2.70957  1.86735
H  8.21187  -3.01797  1.72798
H  9.22920  -4.11917  2.68268
C  5.86748  -0.14537  0.32681
O  6.25211  0.81823  -0.63194
C  7.29504  0.43320  -1.48912
C  7.08790  1.01212  -2.87027
O  6.02572  0.41759  -3.59808
C  4.69826  0.77646  -3.24688
C  4.24544  2.11569  -3.77861
O  4.85767  3.19052  -3.09460
C  5.16544  4.29473  -3.90498
H  6.58489  -0.20170  1.15439
H  4.90760  0.17266  0.72907
H  5.76887  -1.13729  -0.13277
H  7.36003  -0.66049  -1.56162
H  8.25749  0.80746  -1.10540
H  7.98584  0.78856  -3.45331
H  6.97719  2.09794  -2.81326
H  4.53561  0.71907  -2.16960
H  4.07151  0.02199  -3.73030
H  3.15558  2.17452  -3.64526
H  4.46247  2.17139  -4.85316
H  5.72241  3.99175  -4.80062
H  5.78605  4.96573  -3.31317
H  4.26314  4.83589  -4.21807
C  -1.43288  0.97758  1.18405
O  -2.76230  0.59223  0.88357
C  -3.01907  0.43460  -0.49714
C  -3.95566  -0.71899  -0.76436
O  -3.37607  -1.99922  -0.58401
C  -3.19779  -2.46541  0.74084
C  -4.45555  -2.99744  1.38561
O  -5.35961  -1.96237  1.72315
C  -6.71225  -2.29636  1.52371
H  -1.24821  2.02648  0.92822
H  -1.29109  0.85235  2.25532
H  -0.70497  0.35305  0.65718
H  -2.08873  0.28804  -1.05787
H  -3.49868  1.35052  -0.87283
H  -4.21090  -0.67821  -1.82754
H  -4.87868  -0.60734  -0.18926
H  -2.72518  -1.71281  1.37491
H  -2.51227  -3.31191  0.64802
H  -4.16361  -3.53648  2.29829
H  -4.93279  -3.71309  0.70521
H  -6.88084  -2.71554  0.52539
H  -7.29068  -1.37888  1.62184
H  -7.06747  -3.01952  2.26716
C  -8.26390  -8.39183  3.23035
O  -9.29923  -7.43846  3.25941
C  -8.89247  -6.15704  3.70067
C  -9.62433  -5.05337  2.97574
O  -9.22657  -4.86534  1.63043
C  -9.62600  -5.81487  0.66011
C  -11.08286  -5.74080  0.27053
O  -11.92929  -6.23865  1.28992
C  -13.13327  -5.52550  1.43666
H  -7.98069  -8.71708  4.23833
H  -8.63143  -9.25339  2.67536
H  -7.37374  -8.00040  2.72546
H  -7.81347  -6.02556  3.55767
H  -9.10830  -6.05509  4.77340
H  -9.35069  -4.11978  3.47400
H  -10.70600  -5.18006  3.06662
H  -9.35440  -6.83233  0.95080
H  -9.05028  -5.55311  -0.23131
H  -11.21936  -6.34199  -0.63908
H  -11.33758  -4.70142  0.03286
H  -12.95205  -4.44738  1.51672
H  -13.60466  -5.87136  2.35499
H  -13.81847  -5.70559  0.59970

Calculated values
orbital gap	6.67	eV
maximum force	0.010	hartree/bohr
HOMO	-0.17777	hartree
spin multiplicity	1
charge	-1
E_LUMO	0.0673	hartree